Molecular formula: C2H3BrO
Method: DFT, ωB97M-V with the def2-TZVPD basis set

Computed properties:
E_LUMO (alpha / beta) ... -1.7 / -1.7 eV
ΔE to the lowest compared entry with this formula, charge and spin ... 157.6 kcal per mole
Largest force on an atom ... 7.3 eV Å⁻¹

```
! RIJCOSX wB97M-V def2-TZVPD def2/J DEFGRID3
* xyz 0 1
C -0.39 0.64 0.24
C 0.40 -0.46 -0.26
O -0.80 0.49 2.15
Br -1.00 2.04 -0.70
H 0.77 -1.21 0.57
H 1.17 -0.25 -1.02
H -0.15 -1.25 -0.98
*
```